Entry 1:
Here is 2 unconnected molecules or ions with the total composition C10H23BrO3PS at a distorted geometry from the OMol25 dataset. Energies are from ωB97M-V with the def2-TZVPD basis set.

HOMO = -11.764 eV
Gap between HOMO and LUMO = 7.72 eV
Net charge = +1

Structure (XYZ):
```
39
Properties=species:S:1:pos:R:3:forces:R:3:lowdin_charge:R:1
C 0.00471 -3.91928 1.79989 -0.155 0.216 -0.214 0.02
C 0.69401 -4.03441 0.47520 1.534 -2.496 -1.028 -0.48
O 1.33572 -5.03379 0.16536 -1.176 2.320 0.612 0.13
O 0.49450 -3.01858 -0.43682 -0.402 0.172 0.940 -0.07
C 1.61841 -2.14233 -0.62236 0.231 -0.147 -0.022 -0.16
C 1.96897 -1.24049 0.54718 -0.170 0.367 -0.464 -0.15
C 1.17745 0.07389 0.60504 0.129 -0.495 0.656 -0.17
C -0.08730 0.08238 1.47229 -0.269 0.412 -0.205 -0.18
C -1.36314 0.30925 0.66264 0.247 -0.738 -0.262 -0.22
C -1.73977 -0.99735 -0.08162 0.078 0.359 0.321 -0.39
P -3.49207 -1.20884 -0.29214 0.270 -0.726 -0.094 0.64
Br -4.02908 -3.30223 -0.31901 0.043 0.463 -0.047 0.47
H -1.06753 -3.97726 1.64377 -0.298 -0.091 -0.034 0.08
H 0.31723 -4.72906 2.43397 0.055 -0.350 0.150 0.09
H 0.19493 -2.98448 2.30875 0.163 0.315 -0.031 0.06
H 1.34797 -1.50174 -1.44870 -0.100 0.011 -0.438 0.12
H 2.46981 -2.74085 -0.92257 0.179 -0.219 -0.037 0.13
H 3.00296 -0.95698 0.39109 0.350 -0.078 -0.056 0.12
H 1.95006 -1.75636 1.49727 -0.029 -0.212 0.295 0.11
H 1.85863 0.80066 1.02506 0.123 0.367 0.033 0.11
H 0.93906 0.41266 -0.39636 -0.002 0.105 -0.316 0.10
H -0.17823 -0.81290 2.07466 0.038 -0.304 0.160 0.10
H -0.02468 0.90554 2.17198 0.039 0.206 0.224 0.12
H -1.13530 1.06721 -0.07141 -0.367 0.498 -0.080 0.06
H -2.17870 0.61786 1.30553 -0.155 0.242 0.195 0.10
H -1.40310 -1.85201 0.49178 -0.066 -0.341 0.138 0.05
H -1.24481 -1.08035 -1.03985 -0.002 -0.089 -0.361 0.10
H -3.96516 -0.67222 -1.48894 -0.156 0.162 0.109 0.01
H -4.16279 -0.64099 0.78921 -0.156 0.095 -0.104 0.02
C -0.11267 5.04936 -2.39036 -0.045 0.065 -0.004 -0.26
S 0.50474 3.46801 -1.81663 0.086 0.078 -0.066 0.82
O -0.58092 2.86032 -0.98488 -0.015 -0.048 0.025 -0.58
C 1.71846 4.13053 -0.67411 0.013 0.036 0.067 -0.26
H -0.92210 4.85886 -3.09096 0.003 -0.043 -0.013 0.05
H -0.48363 5.62440 -1.54269 0.006 -0.036 0.031 0.06
H 0.69013 5.58436 -2.89603 0.012 -0.013 -0.019 0.06
H 1.22183 4.76932 0.05566 -0.042 -0.010 -0.017 0.06
H 2.46537 4.69412 -1.23175 0.012 -0.013 -0.018 0.06
H 2.19602 3.29378 -0.16917 -0.006 -0.036 -0.026 0.04
```
Forces are in eV/Å.



Entry 2:
Here is a molecular structure, C10H23CdN9O6 at a distorted geometry from the OMol25 dataset. Energies are from ωB97M-V with the def2-TZVPD basis set.

HOMO (spin up / spin down) = -5.534 / -5.537 eV
Gap between HOMO and LUMO (spin up / spin down) = 4.24 / 4.25 eV
Net charge = 0
Relative energy (zero: lowest compared OMol25 entry of this formula, charge and spin) = 20.46 kcal per mole

Structure (XYZ):
```
49
Properties=species:S:1:pos:R:3:forces:R:3:lowdin_charge:R:1
O 0.00225 0.22719 -5.02756 -0.626 -0.082 -0.350 -0.13
H -0.48659 -0.02743 -5.82396 0.222 0.029 0.338 0.07
Cd -0.00336 0.06791 -0.23989 0.654 1.581 -0.224 1.37
N 0.37597 1.78472 1.10988 2.908 1.523 -1.750 -0.29
N 1.58240 1.26715 -1.23286 -0.056 2.087 2.260 -0.29
N -1.40783 -1.14664 1.11503 0.867 -3.043 1.041 -0.07
N -0.49440 -1.84563 -1.23166 0.465 -3.078 0.504 -0.05
O -0.12469 1.82530 2.29487 -1.113 -0.103 1.494 -0.27
O -1.48906 -0.82110 2.46986 -0.372 -0.372 -1.129 -0.04
O 0.16412 -2.29708 -2.40561 -0.539 0.368 0.858 -0.05
O 2.14079 0.95886 -2.32773 0.669 -0.610 -1.172 -0.24
C 2.01940 2.34355 -0.51889 -0.376 -2.413 -2.108 -0.33
C 1.37498 2.63371 0.73904 -2.619 -2.043 1.327 -0.31
C -1.48463 -2.44796 0.83502 -0.555 3.084 1.694 -0.28
C -0.94537 -2.83599 -0.46076 0.881 1.714 -3.155 -0.26
C 1.77823 3.71559 1.67807 0.119 0.022 0.018 -0.05
H 2.02893 3.26825 2.65609 -0.149 0.304 -0.270 0.08
H 0.92638 4.40510 1.81523 0.396 -0.199 0.141 0.09
H 2.64149 4.26168 1.27859 -0.274 -0.037 0.271 0.06
C 3.21937 3.00424 -1.10622 -0.041 0.287 0.053 -0.06
H 2.97371 3.25109 -2.15512 0.394 -0.060 0.362 0.08
H 4.07066 2.29134 -1.11286 -0.354 0.387 -0.170 0.08
H 3.50256 3.90330 -0.55146 0.024 -0.126 -0.205 0.06
C -2.03500 -3.44710 1.80285 0.179 -0.070 -0.040 -0.01
C -0.88088 -4.25818 -0.93014 0.049 -0.163 0.288 -0.01
H -2.63296 -2.91094 2.55160 0.246 -0.330 -0.188 0.09
H -1.22537 -4.01134 2.30311 -0.374 0.258 -0.163 0.10
H -2.66141 -4.15655 1.24186 0.149 0.127 0.316 0.09
H -0.06932 -4.36513 -1.66219 -0.407 0.006 0.253 0.09
H -1.84176 -4.51756 -1.40208 0.307 0.037 0.028 0.11
H -0.72388 -4.96018 -0.09829 -0.064 0.302 -0.204 0.09
H -0.99393 0.04283 2.52324 -0.178 0.526 -0.083 0.06
H 0.86826 -1.63980 -2.60024 -0.591 0.133 0.132 0.11
C -0.92861 0.75895 -4.08253 0.126 0.299 -0.060 -0.17
H -0.34423 1.45675 -3.47511 -0.201 -0.283 0.191 0.06
H -1.38693 -0.03634 -3.47347 0.209 0.180 -0.004 0.06
H -1.75100 1.33403 -4.54205 0.312 -0.213 -0.059 0.08
O -2.27034 1.24279 -0.22397 -0.592 -0.009 0.561 -0.13
H -2.81445 0.61231 0.29732 0.494 0.763 -0.397 0.04
H -2.14014 2.02471 0.35458 0.051 -0.665 -0.286 0.06
N 3.22049 -3.45889 3.05363 0.007 0.050 -0.618 0.12
N 2.98669 -2.33575 2.26479 0.572 0.338 -1.033 -0.27
N 4.01533 -1.71343 1.62354 -2.161 -0.444 0.749 0.13
C 3.31476 -0.89393 0.82798 0.581 -0.037 0.006 -0.20
N 1.98672 -1.01620 0.93873 0.207 -1.470 1.165 -0.03
N 1.78171 -1.98854 1.86989 1.406 0.734 -0.482 0.08
H 2.42414 -3.68465 3.63347 0.177 0.345 0.111 0.10
H 4.14206 -3.45053 3.48768 -0.542 0.384 -0.086 0.11
H 3.84363 -0.22486 0.15510 -0.486 -0.020 0.075 0.11
```
Forces are in eV/Å.



Entry 3:
Here is a molecular structure, C10H23FGaN2O5 at a distorted geometry from the OMol25 dataset. Energies are from ωB97M-V with the def2-TZVPD basis set.

HOMO = -5.109 eV
Gap between HOMO and LUMO = 7.90 eV
Net charge = -1

Structure (XYZ):
```
42
Properties=species:S:1:pos:R:3:forces:R:3:lowdin_charge:R:1
C 4.53365 1.50606 1.87759 -0.053 -0.225 -0.109 -0.10
C 4.78493 0.56609 0.69430 -0.029 0.922 -0.339 -0.43
O 4.50156 1.22290 -0.52084 -0.304 -0.453 -0.232 -0.36
Ga 2.78959 0.69699 -1.15226 0.090 0.854 -0.137 0.40
C 3.00717 -1.26122 -1.81142 -0.421 0.149 0.028 -0.44
O 2.62396 -2.17476 -1.11543 -0.021 -0.354 0.060 -0.04
N 3.56634 -1.68186 -3.10070 0.883 0.057 0.522 0.10
C 4.54970 -0.83843 -3.62401 -1.107 1.570 -1.812 -0.56
O 4.38574 0.01899 -4.45402 0.388 -1.117 1.339 0.13
F 5.77520 -1.07660 -3.14259 0.375 -0.314 0.112 0.11
H 3.90735 2.30937 1.52542 -0.265 0.329 -0.101 0.06
H 5.45664 1.92940 2.24107 0.365 0.253 0.181 0.05
H 4.02188 1.03109 2.70427 -0.087 -0.249 0.292 0.06
H 5.83496 0.28854 0.69344 0.328 -0.360 0.015 0.09
H 4.18134 -0.32615 0.80196 -0.123 -0.536 0.180 0.07
H 1.84955 0.71272 0.13066 0.082 -0.291 0.038 -0.04
H 2.23534 1.66278 -2.29466 0.165 -0.074 -0.046 -0.09
H 3.96800 -2.60134 -2.93527 -0.129 -0.164 -0.016 0.12
C -0.67645 -1.78585 0.24202 0.048 0.018 0.094 -0.10
O -1.08203 -0.82973 1.21061 -0.119 -0.107 -0.208 -0.20
C -0.90134 0.51789 0.78560 -0.116 0.122 0.263 -0.24
C -2.24518 1.20880 0.68932 -0.085 -0.212 -0.068 -0.21
N -3.03264 0.67103 -0.41532 -0.084 0.139 0.164 -0.05
C -4.41487 1.12804 -0.44580 0.121 -0.170 -0.137 -0.21
C -5.32929 0.69536 0.69580 -0.196 0.198 -0.067 -0.24
O -5.58979 -0.69566 0.72828 0.086 -0.035 0.124 -0.18
C -4.65564 -1.46957 1.46286 -0.148 -0.124 -0.120 -0.10
H -0.79263 -2.77206 0.69096 -0.024 0.013 0.036 0.08
H -1.30232 -1.73541 -0.65812 0.063 0.013 -0.028 0.08
H 0.36989 -1.65055 -0.03597 0.027 -0.004 -0.063 0.06
H -0.35534 0.57178 -0.15635 -0.071 -0.042 -0.016 0.08
H -0.29523 1.02233 1.54070 0.067 0.032 -0.040 0.11
H -2.08995 2.27943 0.52793 -0.019 0.015 -0.019 0.12
H -2.75466 1.07824 1.65611 0.076 0.116 0.057 0.10
H -3.02288 -0.33830 -0.35681 0.069 -0.054 -0.057 0.07
H -4.85730 0.76478 -1.37757 -0.058 0.028 0.011 0.12
H -4.41868 2.22162 -0.49895 0.010 0.024 0.040 0.11
H -6.29982 1.17698 0.54028 -0.005 -0.022 0.001 0.12
H -4.96374 1.03715 1.67094 0.099 -0.059 0.004 0.11
H -4.23449 -0.90936 2.30060 0.059 0.037 -0.019 0.09
H -3.84306 -1.83294 0.82963 0.097 0.056 0.080 0.07
H -5.18548 -2.33857 1.85574 -0.034 0.025 -0.004 0.08
```
Forces are in eV/Å.



Entry 4:
Here is a molecular structure, C10H23GaN5 at a distorted geometry from the OMol25 dataset. Energies are from ωB97M-V with the def2-TZVPD basis set.

HOMO = -3.432 eV
Gap between HOMO and LUMO = 6.67 eV
Net charge = -1

Structure (XYZ):
```
39
Properties=species:S:1:pos:R:3:forces:R:3:lowdin_charge:R:1
C -4.96665 -0.44118 -1.34087 4.975 -0.090 7.851 -0.04
C -4.25342 -0.46294 -0.10677 -3.721 0.236 -7.885 -0.20
C -3.17230 -0.41528 1.16701 -2.569 -0.430 -0.596 -0.27
Ga -1.23178 -0.18727 0.37303 -0.339 -0.622 0.276 0.33
C -0.20208 -1.90809 1.02580 -1.263 -0.120 1.504 -0.32
N 1.25831 -1.90900 0.63231 0.081 -2.640 0.858 -0.23
C 1.54253 -3.25041 -0.06186 0.522 0.618 -0.667 -0.19
C -0.48863 1.55501 1.20171 0.506 0.817 0.876 -0.20
C 1.14449 1.62962 1.32321 0.240 1.350 1.114 -0.64
N 1.70633 0.66410 2.37800 -0.658 -0.044 -1.266 0.03
N 1.46071 3.03639 1.87388 -1.076 -0.656 0.601 -0.03
N 1.89304 1.52305 0.01327 0.626 1.088 0.668 0.03
N -1.45927 -0.14355 -1.55505 6.098 1.472 -2.730 -0.03
C -0.30922 0.21696 -2.21265 -3.758 -0.434 2.404 -0.42
C -0.10054 1.84236 -2.53361 0.905 -0.529 -0.727 -0.12
C 0.85654 -0.81292 -2.75437 -0.273 0.113 -1.531 -0.12
H -5.39337 -0.40225 -2.45245 1.254 -0.130 3.336 0.02
H -3.25378 -1.41643 1.80890 -0.083 2.046 -1.518 0.05
H -3.48439 0.47095 1.86442 0.406 -1.590 -1.345 0.04
H -0.78584 -2.89807 0.71917 1.321 1.889 0.601 0.06
H -0.27628 -1.85581 2.21265 0.056 -0.304 -2.076 0.05
H 1.78327 -1.99604 1.55157 -0.712 0.230 -1.601 0.07
H 2.51215 -3.06952 -0.70540 -1.713 -0.769 1.234 0.07
H 0.66382 -3.48798 -0.80670 1.783 0.407 1.576 0.08
H 1.69276 -4.11248 0.72021 -0.346 1.327 -1.614 0.08
H -0.90524 1.59588 2.31979 0.916 -0.037 -2.114 0.06
H -0.96112 2.50713 0.67014 1.317 -1.849 1.049 0.07
H 0.93238 0.10808 2.80759 1.121 0.390 -0.902 0.05
H 2.45561 0.06284 1.96785 -1.411 0.437 0.395 0.05
H 0.75245 3.13545 2.66142 1.622 0.096 -1.060 0.06
H 2.43746 3.06810 2.25408 -1.367 -0.341 -0.183 0.05
H 2.92885 1.35053 0.18102 -1.729 0.148 0.079 0.08
H 1.88411 2.51276 -0.37719 -0.121 -1.666 0.638 0.07
H -0.96932 2.20713 -3.23453 1.507 -0.717 1.620 0.07
H 0.90200 1.98847 -3.16481 -1.939 -0.134 1.454 0.06
H -0.03568 2.46959 -1.52185 -0.356 -1.537 -2.376 0.06
H 1.86693 -0.75979 -2.16571 -2.139 0.012 -0.806 0.06
H 0.47106 -1.93756 -2.86062 0.706 2.592 0.643 0.08
H 1.10407 -0.47784 -3.87259 -0.391 -0.627 2.217 0.06
```
Forces are in eV/Å.



Question: Which value of net charge does entry 4 give?
Answer: -1



What did the first record say?
Here is 2 unconnected molecules or ions with the total composition C10H23BrO3PS at a distorted geometry from the OMol25 dataset. Energies are from ωB97M-V with the def2-TZVPD basis set.

HOMO = -11.764 eV
Gap between HOMO and LUMO = 7.72 eV
Net charge = +1

Structure (XYZ):
```
39
Properties=species:S:1:pos:R:3:forces:R:3:lowdin_charge:R:1
C 0.00471 -3.91928 1.79989 -0.155 0.216 -0.214 0.02
C 0.69401 -4.03441 0.47520 1.534 -2.496 -1.028 -0.48
O 1.33572 -5.03379 0.16536 -1.176 2.320 0.612 0.13
O 0.49450 -3.01858 -0.43682 -0.402 0.172 0.940 -0.07
C 1.61841 -2.14233 -0.62236 0.231 -0.147 -0.022 -0.16
C 1.96897 -1.24049 0.54718 -0.170 0.367 -0.464 -0.15
C 1.17745 0.07389 0.60504 0.129 -0.495 0.656 -0.17
C -0.08730 0.08238 1.47229 -0.269 0.412 -0.205 -0.18
C -1.36314 0.30925 0.66264 0.247 -0.738 -0.262 -0.22
C -1.73977 -0.99735 -0.08162 0.078 0.359 0.321 -0.39
P -3.49207 -1.20884 -0.29214 0.270 -0.726 -0.094 0.64
Br -4.02908 -3.30223 -0.31901 0.043 0.463 -0.047 0.47
H -1.06753 -3.97726 1.64377 -0.298 -0.091 -0.034 0.08
H 0.31723 -4.72906 2.43397 0.055 -0.350 0.150 0.09
H 0.19493 -2.98448 2.30875 0.163 0.315 -0.031 0.06
H 1.34797 -1.50174 -1.44870 -0.100 0.011 -0.438 0.12
H 2.46981 -2.74085 -0.92257 0.179 -0.219 -0.037 0.13
H 3.00296 -0.95698 0.39109 0.350 -0.078 -0.056 0.12
H 1.95006 -1.75636 1.49727 -0.029 -0.212 0.295 0.11
H 1.85863 0.80066 1.02506 0.123 0.367 0.033 0.11
H 0.93906 0.41266 -0.39636 -0.002 0.105 -0.316 0.10
H -0.17823 -0.81290 2.07466 0.038 -0.304 0.160 0.10
H -0.02468 0.90554 2.17198 0.039 0.206 0.224 0.12
H -1.13530 1.06721 -0.07141 -0.367 0.498 -0.080 0.06
H -2.17870 0.61786 1.30553 -0.155 0.242 0.195 0.10
H -1.40310 -1.85201 0.49178 -0.066 -0.341 0.138 0.05
H -1.24481 -1.08035 -1.03985 -0.002 -0.089 -0.361 0.10
H -3.96516 -0.67222 -1.48894 -0.156 0.162 0.109 0.01
H -4.16279 -0.64099 0.78921 -0.156 0.095 -0.104 0.02
C -0.11267 5.04936 -2.39036 -0.045 0.065 -0.004 -0.26
S 0.50474 3.46801 -1.81663 0.086 0.078 -0.066 0.82
O -0.58092 2.86032 -0.98488 -0.015 -0.048 0.025 -0.58
C 1.71846 4.13053 -0.67411 0.013 0.036 0.067 -0.26
H -0.92210 4.85886 -3.09096 0.003 -0.043 -0.013 0.05
H -0.48363 5.62440 -1.54269 0.006 -0.036 0.031 0.06
H 0.69013 5.58436 -2.89603 0.012 -0.013 -0.019 0.06
H 1.22183 4.76932 0.05566 -0.042 -0.010 -0.017 0.06
H 2.46537 4.69412 -1.23175 0.012 -0.013 -0.018 0.06
H 2.19602 3.29378 -0.16917 -0.006 -0.036 -0.026 0.04
```
Forces are in eV/Å.



Question: Which value of net charge does entry 1 give?
Answer: +1